Version one
Here is the molecule C3H3NO2 from the Open Molecules 2025 dataset. Energies are from ωB97M-V/def2-TZVPD.

Orbital gap = 9.4 eV
HOMO energy = -8.85 eV
Structure (SMILES) = O=c1cc[nH]o1

Structure (ORCA input):
```
! wB97M-V def2-TZVPD RIJCOSX def2/J DEFGRID3
* xyz 0 1
C -1.13358 -0.62181 -0.12819
C 0.21154 -0.89692 0.38326
C 0.86406 0.29718 0.10007
H 0.38718 -1.65626 1.34216
H 2.04251 0.39729 0.58753
H 0.67252 1.89108 -0.94387
N 0.11271 1.18565 -0.45484
O -2.09781 -1.29093 -0.10227
O -1.05914 0.69472 -0.78383
*
```

These are the Mulliken partial charges, in e, on atoms 1 to 8: 0.461 -0.444 -0.041 0.244 0.239 0.291 0.014 -0.499


Version two
Here is the molecule C3H3NO2 from the Open Molecules 2025 dataset. Energies are from ωB97M-V/def2-TZVPD.

Orbital gap = 9.3 eV
HOMO energy = -8.96 eV
Structure (SMILES) = O=CN=C=CO

Structure (ORCA input):
```
! wB97M-V def2-TZVPD RIJCOSX def2/J DEFGRID3
* xyz 0 1
O 0.22204 2.29758 -0.03811
C 0.67510 1.17764 0.60696
C -0.65484 -1.73703 -0.35928
O -1.59483 -1.36499 -1.00715
C 0.73122 -0.01244 0.06032
N 0.62882 -1.13652 -0.44673
H -0.35427 2.02039 -0.76215
H 1.02819 1.34990 1.61608
H -0.68143 -2.59453 0.33004
*
```

These are the Mulliken partial charges, in e, on atoms 1 to 8: -0.490 -0.292 0.201 -0.436 0.456 -0.410 0.319 0.316


Quick one: least stable of them? version one


Version one
Here is the molecule C3H3NO2 from the Open Molecules 2025 dataset. Energies are from ωB97M-V/def2-TZVPD.

Orbital gap (spin up / spin down) = 8.7 / 8.7 eV
HOMO energy (spin up / spin down) = -9.50 / -9.50 eV
Structure (SMILES) = C=C=C(O)N=O

Structure (ORCA input):
```
! wB97M-V def2-TZVPD RIJCOSX def2/J DEFGRID3
* xyz 0 1
O 2.06454 0.04312 -0.45847
C 0.78043 -0.22736 -0.13059
N 0.60777 -1.59767 0.31031
O -0.51820 -1.94438 0.55564
C -1.41403 1.14455 0.00198
C -0.24810 0.58614 -0.15301
H 2.56238 -0.77313 -0.28795
H -2.16630 1.14537 -0.78339
H -1.66848 1.62336 0.94549
*
```

These are the Mulliken partial charges, in e, on atoms 1 to 8: -0.480 0.105 -0.052 -0.298 -0.569 0.436 0.381 0.242


Version two
Here is the molecule C3H3NO2 from the Open Molecules 2025 dataset. Energies are from ωB97M-V/def2-TZVPD.

Orbital gap (spin up / spin down) = 8.9 / 8.2 eV
HOMO energy (spin up / spin down) = -8.74 / -7.93 eV

Structure (ORCA input):
```
! wB97M-V def2-TZVPD RIJCOSX def2/J DEFGRID3
* xyz 0 1
C 0.43530 0.57775 0.52417
C -0.26782 -0.66974 1.03743
C 1.25675 -0.06682 -0.59848
N 1.37464 0.37985 1.58607
O 0.65359 -0.69291 1.95993
O 2.13677 -0.70017 -0.12558
H 0.02149 1.55536 0.26925
H -1.18620 -1.39768 0.98546
H 1.09841 0.12140 -1.76518
*
```

These are the Mulliken partial charges, in e, on atoms 1 to 8: 0.256 -0.348 -0.058 -0.445 -0.045 -0.401 0.406 0.340


Quick one: least stable of them? version two


Version one
Here is C3H3NO2 as an isolated structure from the Open Molecules 2025 dataset. Energies are from ωB97M-V/def2-TZVPD.

Orbital gap (spin up / spin down) = 8.9 / 8.9 eV
HOMO energy (spin up / spin down) = -9.81 / -9.81 eV

Structure (ORCA input):
```
! wB97M-V def2-TZVPD RIJCOSX def2/J DEFGRID3
* xyz 0 1
C -0.27679 -0.58242 1.18484
O 0.91662 -0.59638 1.58854
N 1.55927 0.20811 -0.26985
C -0.15200 0.42778 -0.54832
C -0.88639 0.99509 -1.33698
O 2.13933 -0.47413 -0.97541
H -1.02669 0.02557 1.71330
H -0.68668 -1.45005 0.64224
H -1.58666 1.44641 -1.99837
*
```

These are the Mulliken partial charges, in e, on atoms 1 to 8: -0.081 -0.528 0.342 -0.323 -0.167 -0.163 0.274 0.271


Version two
Here is a 2-piece molecular cluster, C3H3NO2 overall from the Open Molecules 2025 dataset. Energies are from ωB97M-V/def2-TZVPD.

Orbital gap = 9.2 eV
HOMO energy = -11.03 eV
Structure (SMILES) = N#CC(=O)C=O.[H][H]

Structure (ORCA input):
```
! wB97M-V def2-TZVPD RIJCOSX def2/J DEFGRID3
* xyz 0 1
O -0.06151 1.25568 -1.15027
C 0.09458 0.25872 -0.49030
C -1.06646 -0.64811 0.00200
O -2.16780 -0.45608 -0.42395
C 1.42248 -0.36917 -0.26453
N 2.42103 -0.95157 -0.22462
H 0.06029 1.49334 0.68674
H 0.15245 0.98230 1.24036
H -0.80639 -1.48205 0.69119
*
```

These are the Mulliken partial charges, in e, on atoms 1 to 8: -0.486 0.365 0.021 -0.359 0.253 -0.306 0.036 0.132


Quick one: least stable of them? version one


Version one
Here is the molecule C5H5ClOS from the Open Molecules 2025 dataset. Energies are from ωB97M-V/def2-TZVPD.

Orbital gap = 8.4 eV
HOMO energy = -9.02 eV
Structure (SMILES) = C=COC(=S)C(=C)Cl

Structure (ORCA input):
```
! wB97M-V def2-TZVPD RIJCOSX def2/J DEFGRID3
* xyz 0 1
C -0.64300 0.03743 -1.05199
C -0.81686 1.25029 -1.57979
C 0.69725 -0.60321 -0.90760
C 0.40073 -1.06118 1.40405
C 0.44258 0.16968 1.90090
H 0.05101 1.84058 -1.87852
H -1.81357 1.67018 -1.66597
H 0.06652 -1.92121 1.94377
H 0.04782 0.36849 2.90569
H 0.83386 1.01870 1.35078
O 0.87545 -1.40726 0.15239
S 1.86830 -0.44581 -2.01899
Cl -2.01007 -0.91667 -0.55473
*
```

These are the Mulliken partial charges, in e, on atoms 1 to 8: 0.605 -0.729 0.118 -0.153 -0.547 0.257 0.274 0.401


Version two
Here is a 2-piece molecular cluster, C5H5ClOS overall from the Open Molecules 2025 dataset. Energies are from ωB97M-V/def2-TZVPD.

Orbital gap = 8.7 eV
HOMO energy = -8.86 eV

Structure (ORCA input):
```
! wB97M-V def2-TZVPD RIJCOSX def2/J DEFGRID3
* xyz 0 1
C -0.72361 0.06708 1.14228
C -0.93468 -0.62672 -0.13547
C 0.34030 0.27430 -0.05664
C 1.54073 -0.38337 -0.10708
C 2.57153 -1.00787 -0.33352
H -2.75874 0.75051 0.52561
H -0.30123 -0.41629 1.99774
H -0.94476 -1.77510 -0.21118
H 0.89210 1.83644 -2.02161
H 3.51360 -1.53869 -0.37728
O -1.57755 1.06541 1.48434
S 0.64472 1.89487 -0.69592
Cl -2.26240 -0.14057 -1.21126
*
```

These are the Mulliken partial charges, in e, on atoms 1 to 8: -0.093 -0.203 0.360 -0.803 0.172 0.370 0.389 0.314


Quick one: least stable of them? version two


Version one
Here is an isolated ion of composition CH4BrN2 and charge +1 from the Open Molecules 2025 dataset. Energies are from ωB97M-V/def2-TZVPD.

Orbital gap = 9.8 eV
HOMO energy = -15.27 eV
Structure (SMILES) = [NH2+]=CNBr

Structure (ORCA input):
```
! wB97M-V def2-TZVPD RIJCOSX def2/J DEFGRID3
* xyz 1 1
C 0.57440 0.03287 0.00179
N -0.05854 -1.12189 -0.36898
N -0.05324 1.07315 0.37371
Br -1.94796 -1.01946 -0.80188
H 1.66735 0.01056 -0.15175
H 0.46161 -1.96847 -0.37131
H 0.25305 2.05117 0.51483
H -0.89668 0.94207 0.80359
*
```

The computed Mulliken charges, all in e, follow: 0.349 -0.275 -0.305 0.133 0.331 0.294 0.285 0.187


Version two
Here is a 2-piece molecular cluster, CH4BrN2 overall from the Open Molecules 2025 dataset. Energies are from ωB97M-V/def2-TZVPD.

Orbital gap (spin up / spin down) = 7.7 / 8.0 eV
HOMO energy (spin up / spin down) = -14.21 / -14.41 eV

Structure (ORCA input):
```
! wB97M-V def2-TZVPD RIJCOSX def2/J DEFGRID3
* xyz 1 1
C -0.00304 -0.14763 0.68500
N 1.16520 0.37277 0.79283
N -0.85799 0.05396 -1.24491
Br -1.86643 -1.32543 -1.78695
H -0.43582 -1.06696 1.07691
H 1.98100 0.06856 1.39329
H 1.49603 1.21920 0.30176
H -1.47896 0.82554 -1.21793
*
```

The computed Mulliken charges, all in e, follow: 0.153 -0.236 -0.363 0.190 0.329 0.306 0.300 0.321


Quick one: least stable of them? version two